(1)
Density functional theory data (wB97M-V/def2-TZVPD) for a cluster of 2 separate species, C8H9O4S2 in total.

Properties
Energy relative to the best compared isomer or geometry (same formula, charge and spin): 71.82 kcal per mole
LUMO energy (spin up / spin down): 3.00 / 3.00 eV
F_max: 3.733 eV/Å
Charge: -1

Last column: Löwdin charge in e.
Cartesian coordinates (Å):
C (-1.417, -0.253, 0.630)  -0.391
C (-0.333, 1.508, -0.722)  -0.202
C (-4.391, -0.222, -0.251)  -0.551
C (-0.164, -1.007, 1.081)  -0.146
C (0.925, -0.144, 1.814)  -0.289
C (-1.349, 0.924, -0.152)  -0.030
C (1.992, 0.064, 0.733)  -1.102
C (2.338, -0.852, -1.824)  -0.388
O (-4.191, -0.870, -1.176)  0.187
O (-2.540, -0.708, 0.817)  0.016
O (0.352, 2.314, -1.222)  0.091
O (-4.885, 0.437, 0.541)  0.185
S (2.771, 1.658, 0.654)  0.611
S (2.722, -1.348, -0.012)  0.697
H (-0.575, -1.923, 1.466)  0.102
H (0.237, -1.444, 0.197)  0.049
H (0.747, 0.895, 2.072)  0.074
H (1.402, -0.781, 2.579)  0.080
H (-2.364, 1.480, -0.517)  0.180
H (2.862, -1.547, -2.517)  0.011
H (2.701, 0.093, -2.031)  -0.038
H (1.198, -0.672, -2.053)  0.062
H (1.963, 2.398, -0.107)  -0.207

---

(2)
Density functional theory data (wB97M-V/def2-TZVPD) for a structure of composition C21H32BBaIN3O6PS.

Properties
LUMO energy: -8.80 eV
F_max: 4.112 eV/Å
Charge: +2

Last column: Löwdin charge in e.
Cartesian coordinates (Å):
C (-2.540, 3.168, -1.755)  -0.047
O (-1.189, 3.369, -1.245)  -0.032
B (-0.963, 2.502, -0.134)  -0.550
O (-1.302, 3.002, 1.127)  0.149
C (-0.292, 1.062, -0.475)  -0.120
O (1.053, 0.873, -0.015)  -0.104
C (1.991, 1.773, -0.567)  -0.321
C (3.509, 1.382, -0.232)  -0.135
C (3.758, -0.153, -0.087)  -0.234
C (4.620, -0.524, 1.205)  -0.672
S (3.990, 0.191, 2.766)  0.771
C (1.938, 1.975, -2.130)  -0.139
P (2.524, 0.530, -3.131)  0.565
O (4.014, 0.508, -3.294)  -0.310
O (1.909, 0.595, -4.684)  -0.141
O (2.072, -0.947, -2.528)  -0.176
C (-1.181, -0.131, 0.186)  -0.305
C (-1.073, -1.342, -0.823)  -0.151
C (-1.986, -1.238, -2.104)  -0.294
C (-1.033, -1.455, -3.368)  -0.674
I (-2.271, -1.259, -5.134)  0.767
N (-2.533, 0.377, 0.430)  0.076
C (-3.368, -0.576, 1.194)  -0.285
C (-3.485, -0.306, 2.595)  -0.004
C (-4.294, -1.180, 3.432)  -0.017
C (-4.935, -2.237, 2.660)  -0.060
C (-4.718, -2.312, 1.248)  -0.137
N (-3.940, -1.545, 0.428)  0.134
C (-0.420, -0.484, 1.535)  -0.170
C (0.307, -1.720, 1.751)  -0.015
C (0.998, -2.091, 2.984)  -0.064
C (0.917, -1.044, 4.023)  -0.080
C (0.193, 0.151, 3.652)  -0.143
N (-0.460, 0.459, 2.512)  0.132
H (-3.238, 2.782, -0.956)  0.100
H (-2.474, 2.343, -2.519)  0.093
H (-2.908, 4.129, -2.176)  0.108
H (-0.532, 3.328, 1.623)  0.113
H (-0.435, 0.898, -1.586)  0.135
H (1.894, 2.811, -0.123)  0.167
H (4.121, 1.746, -1.102)  0.117
H (3.838, 2.002, 0.640)  0.109
H (4.417, -0.454, -0.956)  0.107
H (2.857, -0.807, -0.149)  0.105
H (4.695, -1.655, 1.240)  -0.234
H (5.661, -0.098, 1.056)  0.097
H (2.837, 0.852, 2.379)  -0.069
H (0.931, 2.276, -2.528)  0.101
H (2.623, 2.831, -2.387)  0.136
H (1.394, 1.416, -4.799)  0.085
H (1.984, -1.593, -3.259)  0.094
H (0.012, -1.488, -1.061)  0.097
H (-1.388, -2.272, -0.267)  0.113
H (-2.471, -0.242, -2.255)  0.081
H (-2.718, -2.084, -2.123)  0.101
H (-0.344, -0.571, -3.371)  0.005
H (-0.483, -2.424, -3.303)  0.060
H (-3.068, 0.521, -0.429)  0.108
H (-2.961, 0.564, 3.040)  0.109
H (-4.449, -1.053, 4.520)  0.110
H (-5.590, -2.978, 3.164)  0.106
H (-5.273, -3.128, 0.714)  0.115
H (0.363, -2.477, 0.931)  0.097
H (1.547, -3.044, 3.122)  0.085
H (1.401, -1.191, 5.015)  0.104
H (0.172, 0.948, 4.441)  0.121
Ba (5.771, -3.257, 1.443)  2.009

---

(3)
Density functional theory data (wB97M-V/def2-TZVPD) for a structure of composition C13H33O6PS3Si2Tc.

Properties
Multiplicity: 2
LUMO energy (spin up / spin down): -1.62 / -1.17 eV
F_max: 1.578 eV/Å
⟨S²⟩: 0.757
Charge: 0

Last column: Löwdin charge in e.
Cartesian coordinates (Å):
Tc (1.203, -0.498, 0.717)  1.025
O (4.058, -2.765, 1.914)  -0.249
S (3.258, -1.695, 1.439)  0.342
O (3.872, -0.426, 1.066)  -0.340
O (2.372, -2.016, 0.175)  -0.494
O (2.078, -1.316, 2.376)  -0.474
C (-1.622, 2.476, -2.814)  -0.051
C (-1.458, 3.081, -1.437)  -0.419
C (-2.189, 2.330, -0.349)  -0.062
O (-0.034, 3.249, -1.130)  -0.275
P (1.036, 2.235, -0.578)  -0.044
S (0.846, 1.746, 1.355)  0.440
S (1.051, 0.464, -1.478)  0.425
O (2.354, 3.064, -0.686)  -0.281
C (3.031, 3.680, -1.832)  -0.410
C (2.331, 4.963, -2.218)  -0.047
C (3.196, 2.709, -2.978)  -0.066
H (-2.677, 2.519, -3.095)  0.090
H (-1.301, 1.435, -2.834)  0.052
H (-1.049, 3.034, -3.555)  0.085
H (-1.803, 4.114, -1.456)  0.144
H (-1.857, 1.293, -0.298)  0.046
H (-3.256, 2.338, -0.577)  0.094
H (-2.038, 2.788, 0.628)  0.082
H (4.006, 3.910, -1.407)  0.146
H (1.374, 4.764, -2.700)  0.074
H (2.965, 5.510, -2.918)  0.089
H (2.157, 5.591, -1.345)  0.090
H (2.242, 2.485, -3.460)  0.071
H (3.643, 1.773, -2.647)  0.080
H (3.850, 3.166, -3.723)  0.091
C (-3.105, -1.194, 2.402)  -0.169
Si (-1.260, -1.380, 2.585)  0.413
C (-0.685, -0.006, 3.699)  -0.221
C (-0.837, -2.977, 3.419)  -0.173
C (-0.569, -1.271, 0.790)  -0.524
Si (-0.619, -2.959, -0.162)  0.422
C (-0.025, -2.708, -1.902)  -0.207
C (-2.426, -3.402, -0.257)  -0.175
C (0.286, -4.368, 0.627)  -0.160
H (-3.536, -0.947, 3.377)  0.040
H (-3.585, -2.105, 2.044)  0.020
H (-3.363, -0.385, 1.711)  0.032
H (-1.071, -0.186, 4.707)  0.041
H (-1.045, 0.970, 3.364)  0.008
H (0.405, 0.031, 3.769)  0.014
H (-1.037, -2.866, 4.488)  0.043
H (0.220, -3.226, 3.301)  0.038
H (-1.438, -3.810, 3.049)  0.028
H (-1.249, -0.634, 0.208)  0.000
H (-0.640, -1.972, -2.428)  0.028
H (-0.087, -3.655, -2.445)  0.042
H (1.015, -2.380, -1.935)  0.003
H (-3.037, -2.570, -0.620)  0.042
H (-2.823, -3.723, 0.707)  0.023
H (-2.542, -4.236, -0.957)  0.042
H (1.301, -4.111, 0.926)  0.029
H (0.357, -5.168, -0.117)  0.047
H (-0.242, -4.761, 1.494)  0.020

---

(4)
Density functional theory data (wB97M-V/def2-TZVPD) for the molecule C22H32N2O4.

Properties
SMILES: COc1ccc(OC)c(CN2C(=O)CC[C@@]2(C)C(=O)NC2CCCCCC2)c1
Energy relative to the best compared isomer or geometry (same formula, charge and spin): 35.87 kcal per mole
LUMO energy: 0.49 eV
F_max: 0.561 eV/Å
Charge: 0

Last column: Löwdin charge in e.
Cartesian coordinates (Å):
C (-0.069, -1.386, -3.869)  -0.078
O (-0.398, -2.333, -2.877)  -0.084
C (0.306, -2.292, -1.713)  -0.279
C (-0.158, -3.095, -0.674)  -0.009
C (0.457, -3.074, 0.563)  -0.027
C (1.549, -2.246, 0.794)  -0.225
O (2.176, -2.117, 2.014)  -0.119
C (1.780, -2.970, 3.058)  -0.088
C (2.055, -1.481, -0.260)  -0.114
C (3.263, -0.596, -0.086)  -0.054
N (2.957, 0.806, -0.267)  0.012
C (3.273, 1.470, -1.402)  -0.457
O (3.914, 1.014, -2.323)  0.068
C (2.713, 2.878, -1.290)  -0.061
C (2.335, 3.005, 0.182)  -0.085
C (2.083, 1.545, 0.624)  -0.364
C (2.459, 1.312, 2.084)  -0.009
C (0.610, 1.223, 0.261)  -0.415
O (0.289, 1.064, -0.899)  0.086
N (-0.259, 1.234, 1.288)  0.129
C (-1.693, 0.978, 1.149)  -0.285
C (-1.903, -0.487, 0.762)  -0.152
C (-3.357, -0.895, 0.537)  -0.182
C (-3.927, -0.332, -0.765)  -0.199
C (-4.575, 1.049, -0.633)  -0.205
C (-3.840, 2.029, 0.285)  -0.198
C (-2.316, 1.980, 0.173)  -0.146
C (1.436, -1.514, -1.499)  0.036
H (-0.836, -1.484, -4.636)  0.092
H (0.912, -1.589, -4.310)  0.097
H (-0.080, -0.371, -3.462)  0.093
H (-1.018, -3.723, -0.847)  0.121
H (0.061, -3.701, 1.346)  0.105
H (0.743, -2.787, 3.360)  0.092
H (1.896, -4.023, 2.784)  0.097
H (2.442, -2.742, 3.893)  0.094
H (3.708, -0.756, 0.898)  0.123
H (4.002, -0.832, -0.859)  0.140
H (3.439, 3.617, -1.624)  0.122
H (1.835, 2.935, -1.934)  0.122
H (1.459, 3.633, 0.342)  0.125
H (3.168, 3.415, 0.755)  0.122
H (1.987, 2.051, 2.728)  0.089
H (3.537, 1.422, 2.190)  0.100
H (2.187, 0.310, 2.408)  0.074
H (0.105, 1.281, 2.223)  0.124
H (-2.126, 1.155, 2.142)  0.150
H (-1.474, -1.108, 1.554)  0.113
H (-1.335, -0.683, -0.147)  0.099
H (-3.975, -0.594, 1.385)  0.114
H (-3.381, -1.985, 0.484)  0.106
H (-3.123, -0.294, -1.501)  0.108
H (-4.683, -1.017, -1.156)  0.107
H (-5.594, 0.934, -0.254)  0.106
H (-4.650, 1.482, -1.632)  0.108
H (-4.122, 1.844, 1.323)  0.104
H (-4.183, 3.037, 0.040)  0.106
H (-2.010, 1.739, -0.843)  0.112
H (-1.907, 2.965, 0.416)  0.118
H (1.853, -0.902, -2.282)  0.118

---

(5)
Density functional theory data (wB97M-V/def2-TZVPD) for a cluster of 2 separate species, CH4S2 in total.

Properties
SMILES: C=S.S
Energy relative to the best compared isomer or geometry (same formula, charge and spin): 39.10 kcal per mole
LUMO energy: -0.56 eV
F_max: 3.759 eV/Å
Charge: 0

Last column: Löwdin charge in e.
Cartesian coordinates (Å):
C (-2.590, 1.863, -0.020)  -0.567
S (-3.189, 1.040, 1.232)  0.600
H (-3.182, 2.727, -0.273)  -0.020
H (-1.830, 1.662, -0.728)  -0.009
S (1.497, -1.408, 0.857)  0.499
H (0.267, -1.062, 1.293)  -0.212
H (2.105, -2.054, 1.751)  -0.292

---

(6)
Density functional theory data (wB97M-V/def2-TZVPD) for the molecule C6H12O.

Properties
SMILES: CCC(C=O)CC
Energy relative to the best compared isomer or geometry (same formula, charge and spin): 10.81 kcal per mole
LUMO energy: 1.08 eV
F_max: 0.657 eV/Å
Charge: 0

Last column: Löwdin charge in e.
Cartesian coordinates (Å):
C (-2.452, -0.731, 0.317)  -0.104
C (-1.113, -0.953, -0.382)  -0.222
C (-0.059, 0.026, 0.187)  -0.328
C (-0.347, 1.440, -0.256)  -0.255
O (-0.764, 2.317, 0.467)  0.060
C (1.378, -0.353, -0.202)  -0.235
C (2.506, 0.608, 0.186)  -0.104
H (-3.256, -1.350, -0.086)  0.071
H (-2.352, -0.962, 1.383)  0.079
H (-2.755, 0.318, 0.236)  0.073
H (-0.772, -1.990, -0.230)  0.114
H (-1.216, -0.825, -1.471)  0.116
H (-0.160, 0.028, 1.279)  0.147
H (-0.140, 1.654, -1.329)  0.139
H (1.439, -0.446, -1.291)  0.113
H (1.576, -1.348, 0.212)  0.112
H (3.454, 0.096, -0.004)  0.071
H (2.476, 0.946, 1.236)  0.084
H (2.501, 1.502, -0.446)  0.071

---

(7)
Density functional theory data (wB97M-V/def2-TZVPD) for a structure of composition C3H6LiO4.

Properties
Energy relative to the best compared isomer or geometry (same formula, charge and spin): 33.34 kcal per mole
LUMO energy: -4.42 eV
F_max: 4.631 eV/Å
Charge: +1

Last column: Löwdin charge in e.
Cartesian coordinates (Å):
O (0.360, -0.756, -0.797)  0.107
C (0.398, 0.470, -0.309)  -0.556
C (-0.805, -1.426, -0.292)  -0.053
O (1.121, 1.375, -0.809)  -0.078
O (-0.781, 0.856, 0.180)  0.064
C (-1.671, -0.272, 0.232)  -0.061
Li (0.401, 3.042, -1.243)  0.892
H (-0.499, -2.124, 0.493)  0.147
H (-1.267, -1.967, -1.123)  0.147
H (-1.979, -0.411, 1.273)  0.144
H (-2.532, -0.048, -0.405)  0.143
O (2.459, -0.010, 0.916)  -0.085
H (2.568, 0.802, 0.166)  0.145
H (2.227, 0.470, 1.717)  0.043